Run 1
Here is the molecule C3H4ClF from the Open Molecules 2025 dataset. Energies are from ωB97M-V with the def2-TZVPD basis set.

Calculated values
**Orbital gap**: 0.42366 Ha
**Structure (SMILES)**: F[C@@H]1C[C@H]1Cl
**Highest occupied orbital energy**: -10.4 eV
**LUMO energy**: 1.092 eV

ORCA input file:
```
! wB97M-V def2-TZVPD RIJCOSX def2/J DEFGRID3
* xyz 0 1
C -0.33 0.83 0.07
C -0.37 -0.60 0.39
C 0.67 -0.12 -0.53
F -1.43 -1.42 -0.02
Cl 2.25 -0.05 0.09
H -1.17 1.11 -0.54
H 0.09 1.47 0.74
H -0.14 -0.84 1.44
H 0.44 -0.38 -1.64
*
```

---

Run 2
Here is the molecule C3H4ClF from the Open Molecules 2025 dataset. Energies are from ωB97M-V with the def2-TZVPD basis set.

Calculated values
**Orbital gap**: 0.41120 Ha
**Structure (SMILES)**: FC1(Cl)CC1
**Highest occupied orbital energy**: -10.3 eV
**LUMO energy**: 0.899 eV

ORCA input file:
```
! wB97M-V def2-TZVPD RIJCOSX def2/J DEFGRID3
* xyz 0 1
C -0.30 0.50 -0.13
C 0.34 -0.28 0.83
C 0.67 -0.42 -0.67
H -0.61 -1.10 1.24
H 0.93 0.38 1.49
H -0.01 -1.27 -1.30
H 1.20 0.22 -1.33
F -0.25 1.87 -0.05
Cl -1.99 0.11 -0.08
*
```

---

Run 3
Here is the molecule C3H4ClF from the Open Molecules 2025 dataset. Energies are from ωB97M-V with the def2-TZVPD basis set.

Calculated values
**Orbital gap**: 0.39137 Ha
**Structure (SMILES)**: C/C=C(\F)Cl
**Highest occupied orbital energy**: -9.7 eV
**LUMO energy**: 0.922 eV

ORCA input file:
```
! wB97M-V def2-TZVPD RIJCOSX def2/J DEFGRID3
* xyz 0 1
C -1.23 -0.04 0.02
C 0.20 -0.48 -0.21
C 1.17 0.32 -0.26
H -1.29 0.54 1.01
H -1.54 0.59 -0.75
H -1.74 -0.99 0.18
H 0.57 -1.49 0.03
F 1.02 1.63 -0.03
Cl 2.84 -0.09 0.01
*
```

---

run 3 is preferred energetically. Next in line: 4.7 kcal/mol higher.

---

Run 1
Here is a 2-piece molecular cluster, C5H9NO2S overall from the Open Molecules 2025 dataset. Energies are from ωB97M-V with the def2-TZVPD basis set.

Calculated values
**Orbital gap**: 0.39741 Ha
**Structure (SMILES)**: C/C=C/S(N)(=O)=O.C#C
**Highest occupied orbital energy**: -10.2 eV
**LUMO energy**: 0.621 eV

ORCA input file:
```
! wB97M-V def2-TZVPD RIJCOSX def2/J DEFGRID3
* xyz 0 1
C 0.03 1.51 -3.20
C -1.28 -2.27 -0.19
C 0.55 0.67 -2.51
C -0.19 -1.35 0.17
C -0.38 -0.20 0.79
N 0.81 1.30 2.60
O 2.17 0.35 0.64
O 0.60 2.32 0.37
S 0.90 1.03 0.93
H -0.61 2.22 -3.48
H -2.36 -1.99 0.19
H -1.14 -3.30 0.01
H -1.36 -2.26 -1.34
H 0.97 -0.10 -1.96
H 0.76 -1.59 -0.11
H -1.34 0.14 1.10
H 0.27 2.11 2.80
H 1.59 1.43 3.19
*
```

---

Run 2
Here is a 2-piece molecular cluster, C5H9NO2S overall from the Open Molecules 2025 dataset. Energies are from ωB97M-V with the def2-TZVPD basis set.

Calculated values
**Orbital gap (spin up / spin down)**: 0.26837 / 0.23822 Ha
**Highest occupied orbital energy (spin up / spin down)**: -7.2 / -6.9 eV
**LUMO energy (spin up / spin down)**: 0.145 / -0.417 eV

ORCA input file:
```
! wB97M-V def2-TZVPD RIJCOSX def2/J DEFGRID3
* xyz 0 1
C 0.96 0.42 -1.58
C 1.40 -1.02 0.18
C -0.33 1.04 1.84
C -1.11 2.01 1.01
C -0.09 -1.79 -1.74
N 0.71 -0.71 -1.02
O 0.84 1.60 -1.57
O -1.38 -1.05 0.88
S -0.38 -0.58 1.85
H 1.66 -1.98 0.28
H 1.98 -0.18 0.57
H 0.35 1.55 2.55
H -1.38 2.91 1.53
H -1.89 1.49 0.57
H -0.47 2.39 0.20
H -0.88 -1.30 -2.32
H 0.51 -2.46 -2.40
H -0.50 -2.35 -0.85
*
```

---

run 1 is preferred energetically. Next in line: 32.2 kcal/mol higher.

---

Run 1
Here is the molecule C5H8N2O from the Open Molecules 2025 dataset. Energies are from ωB97M-V with the def2-TZVPD basis set.

Calculated values
**Orbital gap (spin up / spin down)**: 0.21739 / 0.24715 Ha
**⟨S²⟩**: 2.025
**Highest occupied orbital energy (spin up / spin down)**: -4.9 / -8.9 eV
**LUMO energy (spin up / spin down)**: 0.983 / -2.216 eV

ORCA input file:
```
! wB97M-V def2-TZVPD RIJCOSX def2/J DEFGRID3
* xyz 0 3
C 1.47 1.78 0.81
C 0.39 0.80 0.72
C -0.09 0.26 -0.47
C 2.18 -0.69 -0.56
C -1.19 -0.82 -0.58
N 2.83 0.42 -0.65
N 2.17 -1.88 -0.33
O 2.43 1.70 -0.29
H 2.03 1.80 1.73
H 1.17 2.73 0.67
H -0.06 0.35 1.65
H 0.13 0.80 -1.45
H -2.09 -0.46 -0.95
H -0.93 -1.51 -1.35
H -1.29 -1.21 0.29
H 1.91 -2.61 -0.92
*
```

---

Run 2
Here is a 2-piece molecular cluster, C5H8N2O overall from the Open Molecules 2025 dataset. Energies are from ωB97M-V with the def2-TZVPD basis set.

Calculated values
**Orbital gap (spin up / spin down)**: 0.23912 / 0.27321 Ha
**⟨S²⟩**: 2.025
**Highest occupied orbital energy (spin up / spin down)**: -5.7 / -10.0 eV
**LUMO energy (spin up / spin down)**: 0.855 / -2.565 eV

ORCA input file:
```
! wB97M-V def2-TZVPD RIJCOSX def2/J DEFGRID3
* xyz 0 3
C 1.63 0.86 -0.34
C -1.66 2.44 0.38
C -1.45 -1.91 0.64
C -0.66 1.72 -0.01
C 2.06 -0.35 -1.09
N 0.35 1.22 -0.52
N -0.41 -2.32 1.19
O 2.36 1.62 0.29
H -2.81 2.14 0.38
H -1.42 3.38 0.92
H -1.70 -0.84 0.78
H -2.20 -2.46 0.08
H -0.38 -3.38 1.15
H 2.08 -0.26 -2.16
H 1.23 -1.16 -0.90
H 2.98 -0.71 -0.78
*
```

---

Run 3
Here is the molecule C5H8N2O from the Open Molecules 2025 dataset. Energies are from ωB97M-V with the def2-TZVPD basis set.

Calculated values
**Orbital gap (spin up / spin down)**: 0.19824 / 0.25025 Ha
**⟨S²⟩**: 2.013
**Highest occupied orbital energy (spin up / spin down)**: -4.4 / -8.9 eV
**LUMO energy (spin up / spin down)**: 0.961 / -2.075 eV

ORCA input file:
```
! wB97M-V def2-TZVPD RIJCOSX def2/J DEFGRID3
* xyz 0 3
C -0.67 0.09 1.48
C -0.57 -0.37 0.22
C 0.52 0.31 -0.41
C -1.45 -1.42 -0.43
C 0.98 0.10 -1.84
N 1.13 1.06 0.53
N 0.45 0.86 1.65
O 0.75 1.73 2.74
H -1.27 -0.17 2.26
H -2.38 -1.05 -1.04
H -0.88 -1.79 -1.33
H -1.52 -2.13 0.36
H 0.21 -0.24 -2.51
H 1.40 1.03 -2.24
H 1.93 -0.41 -1.72
H 1.35 2.38 2.29
*
```

---

run 2 is preferred energetically. Next in line: 16.3 kcal/mol higher.

---

Run 1
Here is an isolated ion of composition C7H12N3 and charge +1 from the Open Molecules 2025 dataset. Energies are from ωB97M-V with the def2-TZVPD basis set.

Calculated values
**Orbital gap (spin up / spin down)**: 0.23714 / 0.26616 Ha
**Highest occupied orbital energy (spin up / spin down)**: -11.8 / -12.3 eV
**LUMO energy (spin up / spin down)**: -5.381 / -5.056 eV

ORCA input file:
```
! wB97M-V def2-TZVPD RIJCOSX def2/J DEFGRID3
* xyz 1 1
C -1.15 0.01 0.10
C -0.28 -1.10 0.13
C -1.51 2.29 -0.74
C -0.92 1.43 0.05
C 2.87 0.07 -0.55
C -2.58 -0.15 -0.11
C -0.87 -2.50 0.44
N 1.03 -1.19 0.12
N 1.97 -0.38 0.18
N 4.11 0.76 0.11
H -2.16 1.98 -1.53
H -1.50 3.33 -0.57
H -0.31 1.73 0.85
H -2.96 -1.22 0.13
H -2.94 0.21 -1.12
H -2.98 0.49 0.56
H 0.03 -3.07 0.63
H -1.24 -2.88 -0.52
H -1.54 -2.43 1.26
H 4.95 0.54 -0.44
H 4.07 0.36 0.97
H 3.91 1.73 0.05
*
```

---

Run 2
Here is an isolated ion of composition C7H12N3 and charge +1 from the Open Molecules 2025 dataset. Energies are from ωB97M-V with the def2-TZVPD basis set.

Calculated values
**Orbital gap**: 0.32427 Ha
**Structure (SMILES)**: CCCNc1ccn[nH+]c1
**Highest occupied orbital energy**: -13.9 eV
**LUMO energy**: -5.062 eV

ORCA input file:
```
! wB97M-V def2-TZVPD RIJCOSX def2/J DEFGRID3
* xyz 1 1
C 3.17 -0.61 0.62
C 1.69 -0.41 0.14
C 1.30 1.09 -0.07
N 0.15 1.15 -1.04
C -0.99 0.45 -0.59
C -1.38 -0.86 -1.03
C -2.59 -1.52 -0.56
N -3.39 -0.90 0.30
N -3.01 0.28 0.70
C -1.94 1.03 0.39
H 3.24 -0.34 1.71
H 3.40 -1.70 0.54
H 3.90 -0.05 -0.01
H 1.48 -1.01 -0.77
H 1.02 -0.81 0.95
H 2.13 1.68 -0.54
H 0.99 1.58 0.89
H -0.11 2.13 -1.14
H -0.74 -1.41 -1.76
H -2.88 -2.52 -0.93
H -3.65 0.73 1.36
H -1.78 2.03 0.84
*
```

---

run 2 is preferred energetically. Next in line: 113.8 kcal/mol higher.

---

Run 1
Here is a 3-piece molecular cluster, C3H13N3O2 overall from the Open Molecules 2025 dataset. Energies are from ωB97M-V with the def2-TZVPD basis set.

Calculated values
**Orbital gap**: 0.34711 Ha
**Structure (SMILES)**: [H]/N=C/C.CNO.NO
**Highest occupied orbital energy**: -8.4 eV
**LUMO energy**: 1.002 eV

ORCA input file:
```
! wB97M-V def2-TZVPD RIJCOSX def2/J DEFGRID3
* xyz 0 1
C 1.32 -0.12 -1.49
C -1.16 -0.83 2.10
C 0.20 0.19 -2.43
N -1.08 -0.48 0.69
N 1.23 -1.09 -0.67
O -2.24 -0.90 -0.01
H -2.21 -1.87 -0.09
H 2.26 0.40 -1.70
H 2.08 -1.29 -0.15
H -0.21 -0.92 0.22
H -2.05 -0.38 2.54
H -1.20 -1.92 2.25
H -0.27 -0.42 2.57
H -0.72 -0.29 -2.12
H 0.03 1.27 -2.43
H 0.46 -0.12 -3.44
N 1.11 1.71 1.17
O 0.17 1.73 0.09
H -0.53 0.89 0.36
H 2.00 2.01 0.76
H 0.82 2.45 1.80
*
```

---

Run 2
Here is a 2-piece molecular cluster, C3H13N3O2 overall from the Open Molecules 2025 dataset. Energies are from ωB97M-V with the def2-TZVPD basis set.

Calculated values
**Orbital gap**: 0.37665 Ha
**Structure (SMILES)**: NN(N)O.CCCO
**Highest occupied orbital energy**: -9.4 eV
**LUMO energy**: 0.850 eV

ORCA input file:
```
! wB97M-V def2-TZVPD RIJCOSX def2/J DEFGRID3
* xyz 0 1
C -1.91 -0.04 1.00
C -1.73 0.04 -0.58
C -0.99 1.31 -1.01
O -0.77 0.24 1.75
H -0.06 -0.47 1.59
H -2.65 0.72 1.27
H -2.33 -1.03 1.24
H -1.27 -0.84 -1.03
H -2.75 0.06 -0.98
H -1.17 1.52 -2.06
H -1.32 2.16 -0.42
H 0.08 1.20 -0.87
N 2.24 -0.76 0.11
N 1.12 -1.52 0.46
N 2.29 0.37 0.89
O 2.09 -0.40 -1.33
H 2.91 -0.68 -1.75
H 0.27 -1.22 -0.05
H 1.31 -2.49 0.24
H 3.15 0.87 0.71
H 1.47 0.97 0.83
*
```

---

run 2 is preferred energetically. Next in line: 19.5 kcal/mol higher.